(1)
Here is a cluster of 11 separate species, C44H55F33O22 in total at a distorted geometry from the Open Molecules 2025 dataset. Energies are from ωB97M-V/def2-TZVPD.

Results
HOMO level: -10.8 eV
ΔE to the lowest compared entry with this formula, charge and spin: 72.5 kcal per mole
E_LUMO: 0.48 eV
SMILES: CCOC(=O)C(F)(F)F.CCOC(=O)C(F)(F)F.CCOC(=O)C(F)(F)F.CCOC(=O)C(F)(F)F.CCOC(=O)C(F)(F)F.CCOC(=O)C(F)(F)F.CCOC(=O)C(F)(F)F.CCOC(=O)C(F)(F)F.CCOC(=O)C(F)(F)F.CCOC(=O)C(F)(F)F.CCOC(=O)C(F)(F)F

ORCA input file:
```
! RIJCOSX wB97M-V def2-TZVPD def2/J DEFGRID3
* xyz 0 1
C 0.721 0.773 5.119
C 1.930 0.505 6.163
O 3.201 0.720 5.478
C 3.806 1.906 5.562
O 3.488 2.780 6.308
C 5.034 1.793 4.595
F 5.941 0.955 5.046
F 4.677 1.448 3.361
F 5.606 3.017 4.418
H 1.037 1.464 4.352
H -0.216 1.172 5.587
H 0.419 -0.081 4.522
H 2.013 -0.517 6.508
H 1.867 1.043 7.112
C -1.706 5.590 1.235
C -1.382 4.804 2.452
O -2.574 4.039 2.864
C -2.483 3.247 3.914
O -1.515 3.118 4.620
C -3.796 2.473 4.245
F -4.217 2.792 5.487
F -4.722 2.740 3.309
F -3.542 1.164 4.251
H -2.126 4.976 0.486
H -0.770 6.002 0.847
H -2.415 6.416 1.378
H -1.090 5.468 3.258
H -0.540 4.131 2.299
C 4.285 -4.447 4.223
C 3.418 -3.410 4.817
O 2.024 -3.819 4.768
C 1.235 -3.383 3.692
O 1.497 -2.565 2.852
C -0.109 -4.144 3.583
F -0.272 -5.053 4.546
F -1.152 -3.283 3.485
F -0.071 -4.760 2.429
H 4.353 -5.297 4.884
H 5.282 -4.105 4.252
H 3.900 -4.761 3.291
H 3.599 -2.546 4.242
H 3.629 -3.262 5.889
C -6.441 -0.273 2.832
C -5.441 -1.113 3.558
O -6.020 -2.470 3.613
C -6.076 -3.081 2.448
O -5.615 -2.749 1.360
C -6.871 -4.365 2.556
F -6.143 -5.467 2.640
F -7.639 -4.224 3.696
F -7.701 -4.480 1.502
H -7.344 -0.180 3.378
H -6.645 -0.718 1.852
H -6.073 0.737 2.587
H -5.234 -0.988 4.546
H -4.500 -1.150 2.997
C 4.877 -1.690 1.415
C 5.787 -1.566 0.076
O 5.054 -0.823 -0.922
C 5.843 -0.479 -1.881
O 7.029 -0.742 -2.006
C 5.069 0.415 -2.890
F 3.763 0.187 -2.734
F 5.279 1.683 -2.668
F 5.496 0.167 -4.109
H 5.474 -2.325 2.095
H 3.944 -2.244 1.165
H 4.640 -0.672 1.763
H 5.996 -2.558 -0.339
H 6.717 -1.114 0.217
C 1.144 -2.804 -5.113
C 1.230 -1.610 -4.168
O 0.141 -0.725 -4.385
C -0.282 -0.108 -3.295
O 0.250 -0.141 -2.258
C -1.537 0.700 -3.513
F -1.185 1.945 -3.926
F -2.376 0.174 -4.452
F -2.278 0.811 -2.426
H 0.376 -3.539 -5.049
H 2.088 -3.314 -4.877
H 1.090 -2.373 -6.097
H 2.137 -1.073 -4.387
H 1.177 -1.930 -3.159
C 0.500 -3.745 -1.149
C 1.525 -2.858 -0.493
O 2.805 -3.587 -0.447
C 3.433 -3.693 -1.626
O 3.132 -3.233 -2.646
C 4.623 -4.653 -1.552
F 4.102 -5.874 -2.023
F 5.635 -4.279 -2.293
F 5.017 -4.906 -0.279
H 0.011 -4.479 -0.466
H 0.937 -4.307 -1.945
H -0.280 -3.077 -1.526
H 1.290 -2.646 0.526
H 1.705 -1.920 -0.899
C 0.466 7.801 -2.888
C 0.359 6.664 -1.886
O 1.312 5.579 -2.246
C 1.883 4.881 -1.284
O 1.610 4.969 -0.136
C 2.995 4.004 -1.854
F 3.711 3.432 -0.868
F 2.411 2.941 -2.452
F 3.832 4.632 -2.681
H 0.586 7.452 -3.913
H 1.253 8.485 -2.630
H -0.447 8.409 -2.872
H -0.639 6.177 -1.870
H 0.599 7.034 -0.879
C -2.592 -2.889 -3.699
C -3.683 -3.893 -3.226
O -3.125 -5.129 -2.707
C -3.233 -5.317 -1.395
O -3.633 -4.503 -0.590
C -2.743 -6.729 -1.035
F -1.995 -6.603 0.126
F -3.674 -7.644 -0.726
F -1.887 -7.264 -1.875
H -2.183 -2.379 -2.827
H -3.068 -2.095 -4.347
H -1.836 -3.326 -4.320
H -4.300 -4.157 -4.061
H -4.262 -3.512 -2.406
C -3.140 5.412 -7.487
C -2.836 4.121 -6.709
O -3.514 4.135 -5.396
C -2.802 4.396 -4.366
O -1.691 4.828 -4.425
C -3.489 4.215 -3.029
F -4.314 5.234 -2.768
F -4.163 3.051 -2.939
F -2.632 4.234 -1.971
H -4.224 5.438 -7.656
H -2.668 5.206 -8.470
H -2.778 6.280 -6.928
H -1.764 4.008 -6.529
H -3.158 3.208 -7.155
C 2.614 0.970 1.025
C 1.194 1.567 0.645
O 0.207 0.480 0.733
C -1.080 0.802 0.585
O -1.534 1.879 0.447
C -2.025 -0.419 0.726
F -2.348 -0.486 2.006
F -3.200 -0.202 0.082
F -1.505 -1.578 0.326
H 2.932 0.295 0.239
H 2.695 0.372 1.918
H 3.395 1.720 1.006
H 1.260 1.946 -0.370
H 0.952 2.292 1.445
*
```

(2)
Here is a structure of composition C44H55N5O2P2S2Si2Zn from the Open Molecules 2025 dataset. Energies are from ωB97M-V/def2-TZVPD.

Results
HOMO level: -6.8 eV
ΔE to the lowest compared entry with this formula, charge and spin: 68.4 kcal per mole
E_LUMO: -2.00 eV

ORCA input file:
```
! RIJCOSX wB97M-V def2-TZVPD def2/J DEFGRID3
* xyz 0 1
Zn 1.180 0.096 0.571
C -4.083 -2.088 -0.381
Si -2.682 -2.273 -1.606
C -1.972 -4.032 -1.228
C -3.360 -2.511 -3.343
N -1.359 -1.326 -1.299
P -0.682 0.046 -1.749
C -0.104 1.127 -0.538
P -1.240 1.882 0.555
N -2.063 1.005 1.574
Si -2.250 0.754 3.234
C -0.883 -0.302 4.027
C -3.870 -0.177 3.471
C -2.358 2.295 4.306
C -2.441 2.915 -0.361
C -3.776 2.902 0.022
C -4.688 3.766 -0.573
C -4.263 4.650 -1.553
C -2.927 4.670 -1.938
C -2.020 3.811 -1.341
C -0.304 3.258 1.338
C -1.026 4.254 1.997
C -0.381 5.312 2.615
C 1.006 5.389 2.588
C 1.735 4.413 1.926
C 1.081 3.361 1.297
C -1.749 0.796 -3.033
C -3.134 0.713 -2.924
C -3.956 1.212 -3.921
C -3.398 1.796 -5.050
C -2.019 1.894 -5.166
C -1.199 1.397 -4.163
C 0.781 -0.392 -2.759
C 1.980 0.306 -2.684
C 3.072 -0.082 -3.457
C 2.965 -1.162 -4.316
C 1.764 -1.858 -4.411
C 0.684 -1.474 -3.635
H -4.703 -2.987 -0.316
H -4.736 -1.254 -0.650
H -3.681 -1.860 0.610
H -2.668 -4.848 -1.028
H -1.433 -3.882 -0.159
H -1.142 -4.376 -1.844
H -3.576 -3.565 -3.541
H -2.649 -2.163 -4.095
H -4.287 -1.952 -3.481
H -0.151 -0.595 3.276
H -1.282 -1.205 4.499
H -0.343 0.260 4.793
H -3.946 -1.025 2.786
H -4.722 0.481 3.278
H -3.967 -0.554 4.493
H -1.430 2.870 4.272
H -2.540 2.015 5.347
H -3.171 2.951 3.985
H -4.079 2.203 0.794
H -5.727 3.755 -0.267
H -4.970 5.325 -2.019
H -2.596 5.359 -2.705
H -0.974 3.828 -1.626
H -2.108 4.194 2.025
H -0.958 6.079 3.117
H 1.514 6.214 3.070
H 2.815 4.475 1.887
H 1.656 2.634 0.740
H -3.571 0.276 -2.033
H -5.032 1.152 -3.816
H -4.038 2.180 -5.835
H -1.580 2.355 -6.042
H -0.124 1.475 -4.262
H 2.050 1.164 -2.025
H 4.004 0.459 -3.369
H 3.815 -1.466 -4.914
H 1.673 -2.694 -5.093
H -0.250 -2.023 -3.692
C 2.226 -4.213 1.755
C 2.026 -2.692 1.805
N 1.010 -2.177 0.874
C 1.424 -2.504 -0.522
C 2.338 -3.736 -0.621
N 1.980 -4.720 0.401
C -0.841 -3.937 0.958
C -0.361 -2.564 1.259
H 1.551 -4.720 2.453
H 3.249 -4.417 2.093
H 2.965 -2.210 1.538
H 1.773 -2.379 2.816
H 1.989 -1.661 -0.922
H 0.524 -2.593 -1.128
H 3.382 -3.412 -0.541
H 2.211 -4.190 -1.603
H 2.483 -5.585 0.253
H -0.087 -4.690 0.716
H -1.681 -4.273 1.560
H -0.463 -2.436 2.341
H -1.051 -1.836 0.796
O 4.735 -1.494 -0.775
S 4.789 -0.135 -0.306
O 5.138 0.896 -1.235
N 3.378 0.250 0.482
C 3.568 0.412 1.782
S 2.268 0.703 2.799
C 4.973 0.229 2.224
C 5.477 0.228 3.514
C 6.820 -0.075 3.688
C 7.636 -0.370 2.597
C 7.128 -0.375 1.304
C 5.792 -0.067 1.152
H 4.829 0.455 4.351
H 7.240 -0.092 4.685
H 8.679 -0.608 2.759
H 7.750 -0.607 0.450
*
```